Here is a molecular structure, C26H41FeN3S3SbSi from the OMol25 dataset. Energies are from ωB97M-V with the def2-TZVPD basis set.

CARTESIAN COORDINATES (ANGSTROEM)
Sb (-3.22732, -0.90002, -1.80689)
Fe (-0.26258, 0.42710, 0.24192)
S (-2.44715, 0.81886, -0.19111)
S (-1.11042, -2.09090, -2.00327)
S (-3.56125, 0.26723, -3.80889)
Si (-1.16649, -3.06334, 0.04813)
N (0.37573, 2.62155, 0.74877)
N (1.17751, 0.54418, -1.38920)
N (0.58098, 0.23692, 2.25488)
C (0.69527, 1.43108, 2.81700)
C (1.03955, 0.63622, -3.97641)
C (-1.15735, -0.43046, 4.53683)
C (1.11479, 0.61407, -2.54653)
C (2.12605, -1.46596, 2.86780)
C (0.63532, 3.95212, 2.59031)
C (-2.25601, -4.41536, -0.74731)
C (0.37202, 3.91086, 0.35727)
C (0.17173, 5.86420, -1.18171)
C (1.67727, 3.97608, -1.74105)
C (3.30507, 0.44852, 1.66030)
C (0.51534, 4.76783, 1.46564)
C (-0.80839, 3.68588, -1.84937)
C (-2.33842, -1.32730, 4.90520)
C (1.70774, -2.91011, 4.75851)
C (0.33627, 4.34539, -1.09292)
C (-2.28942, -2.60243, 1.53109)
C (2.51219, -2.50038, 3.70900)
C (-0.89561, 0.51386, 5.71206)
C (0.51180, -2.24595, 4.98990)
C (0.10215, -1.19383, 4.17599)
C (0.91447, -0.83785, 3.10035)
C (3.05222, -1.05129, 1.75624)
C (0.54407, 2.64231, 2.10845)
C (0.17386, -4.21354, 0.83131)
C (2.62992, -1.61863, 0.40609)
H (0.12015, 6.16249, -2.23120)
H (1.63558, -1.24108, 0.08065)
H (-1.45305, 0.17210, 3.66373)
H (-0.76929, 3.95948, -2.90427)
H (-0.08592, 1.21300, 5.52224)
H (1.00748, 6.38664, -0.72287)
H (0.91099, -4.54289, 0.10811)
H (4.01572, -1.51994, 2.01296)
H (-1.75009, -4.87955, -1.58997)
H (-3.34135, -2.71795, 1.26196)
H (2.55978, -2.70529, 0.43892)
H (-0.62953, -0.06404, 6.59848)
H (2.50984, 0.96718, 1.12086)
H (0.69776, -3.73612, 1.64862)
H (1.64139, -0.17643, -4.37680)
H (-2.48783, -5.17766, -0.00757)
H (1.67916, 4.26494, -2.79501)
H (-2.16795, -1.83769, 5.85094)
H (-1.77215, 3.99986, -1.44947)
H (-2.16044, -1.58001, 1.89563)
H (-0.11566, -2.54302, 5.81733)
H (0.53683, 5.84069, 1.43960)
H (-0.80071, 2.60106, -1.77015)
H (-1.78935, 1.09023, 5.93953)
H (0.76773, 4.24447, 3.61827)
H (2.01180, -3.73270, 5.39146)
H (-2.54138, -2.07040, 4.14106)
H (3.39501, 0.90979, 2.64165)
H (-3.23149, -0.71537, 5.02320)
H (2.49441, 4.49382, -1.23987)
H (3.35302, -1.33638, -0.35972)
H (0.97840, 1.51289, 3.87493)
H (1.86287, 2.91044, -1.66782)
H (4.23583, 0.61832, 1.12071)
H (-0.01987, 0.48546, -4.24991)
H (-2.05239, -3.30693, 2.32485)
H (-0.33409, -5.09949, 1.21742)
H (-0.74339, 6.18968, -0.69458)
H (3.45514, -2.99708, 3.52302)
H (-3.19073, -3.99070, -1.12288)
H (1.37941, 1.60057, -4.34137)

Properties
HOMO energy (alpha / beta)	1.50 / -1.21	eV
spin multiplicity	6
relative energy (zero: lowest compared OMol25 entry of this formula, charge and spin)	0.00	kcal per mole
Kohn-Sham gap (alpha / beta)	2.992 / 5.684	eV
net charge	-2

---

Here is a molecular structure, C26H41N3O2PtS from the OMol25 dataset. Energies are from ωB97M-V with the def2-TZVPD basis set.

CARTESIAN COORDINATES (ANGSTROEM)
Pt (1.38093, 0.50570, -0.15997)
S (1.46310, -2.76089, -0.24559)
O (2.77798, 1.47384, -1.40756)
O (2.23562, -1.50120, -0.59400)
N (4.03342, 3.31912, -1.45610)
N (-1.28257, -0.36546, -0.82328)
N (0.50724, -0.29745, 1.44343)
C (-3.30025, -0.48921, -3.92892)
C (2.98044, 2.63045, -0.99495)
C (-3.33261, 1.60875, -0.17763)
C (-0.69399, -0.98047, 1.40543)
C (2.06270, 3.25912, 0.01573)
C (-3.05082, 3.07695, -0.50205)
C (-4.34896, 0.36028, -3.60556)
C (0.95851, -0.35071, 2.73234)
C (2.24903, -3.97390, -1.29168)
C (1.84123, 1.81445, 3.54058)
C (-1.58586, -0.94712, 0.26428)
C (-1.19536, -1.73226, -3.46633)
C (0.21093, -1.13636, -3.48357)
C (-1.25312, -3.03857, -2.66460)
C (2.56861, -0.29583, 4.63934)
C (-0.99636, -1.47368, 2.66212)
C (3.42605, 0.24426, 2.39150)
C (-2.30057, -0.12615, -1.76944)
C (-3.33198, 0.77259, -1.44773)
C (2.19336, 0.33985, 3.29656)
C (2.08620, -3.31967, 1.32852)
C (-4.35125, 0.98428, -2.37581)
C (0.04903, -1.07665, 3.50377)
C (0.78686, 2.40736, 0.06347)
C (-4.64866, 1.47569, 0.59546)
C (-2.26932, -0.74696, -3.03664)
H (-2.53374, 1.26460, 0.47560)
H (3.31460, -4.00132, -1.06724)
H (4.67035, 2.87264, -2.09382)
H (3.47761, 0.17338, 5.02207)
H (2.58747, 3.27758, 0.97603)
H (-3.81553, 3.48080, -1.16959)
H (-1.44256, -1.99259, -4.50029)
H (-1.13332, -2.86048, -1.59592)
H (1.78356, -4.94617, -1.13389)
H (0.17641, 2.60152, 0.94641)
H (-5.14941, 0.53686, -4.31265)
H (3.81822, -0.77639, 2.38037)
H (-4.55180, 1.91534, 1.59010)
H (-2.20730, -3.54614, -2.81904)
H (4.22810, 4.24679, -1.12867)
H (1.72261, -2.62624, 2.08885)
H (-2.57520, -1.39756, 0.41834)
H (2.08549, -3.64279, -2.31595)
H (3.17558, -3.33621, 1.29633)
H (-4.93612, 0.42959, 0.71229)
H (2.75624, -1.36555, 4.52935)
H (4.21163, 0.90036, 2.77708)
H (0.22481, -0.17944, -4.00830)
H (-5.46406, 1.99242, 0.08451)
H (-5.15435, 1.66888, -2.12722)
H (0.13852, -1.28664, 4.55596)
H (0.89947, -1.81173, -4.00008)
H (-2.08164, 3.19454, -0.99075)
H (1.68001, -4.31480, 1.51367)
H (0.18945, 2.67964, -0.81541)
H (0.58840, -0.96618, -2.47780)
H (3.20135, 0.52482, 1.36260)
H (-3.05033, 3.67632, 0.41114)
H (0.98512, 1.89453, 4.21290)
H (2.68645, 2.34476, 3.98855)
H (-3.28360, -0.97829, -4.89638)
H (1.57414, 2.30301, 2.60440)
H (1.88585, 4.30295, -0.27046)
H (-0.45742, -3.71896, -2.98645)
H (-1.88103, -2.03354, 2.92551)
H (1.78641, -0.16047, 5.38673)

Properties
HOMO energy	-6.93	eV
spin multiplicity	1
relative energy (zero: lowest compared OMol25 entry of this formula, charge and spin)	0.00	kcal per mole
Kohn-Sham gap	7.199	eV
net charge	0

---

Here is a molecular structure, C26H42AsBeBrN4Si3 from the OMol25 dataset. Energies are from ωB97M-V with the def2-TZVPD basis set.

CARTESIAN COORDINATES (ANGSTROEM)
Br (-2.70344, 1.76693, -0.87808)
As (-0.74488, -1.76844, -0.32570)
Si (1.04681, -2.40183, 1.16015)
Si (-0.24877, -2.86085, -2.43753)
Si (-2.86112, -2.59613, 0.49286)
N (0.37771, 1.24005, -1.54077)
N (1.13732, 6.72164, 0.63393)
N (1.71907, 4.53863, -0.08882)
N (-0.96222, 1.20136, 1.08285)
C (1.54646, 1.74127, -1.13055)
C (0.61399, -2.30097, 2.99765)
C (3.76304, 2.86032, -1.52061)
C (1.46722, -4.17123, 0.69374)
C (-1.64362, -2.26396, -3.55366)
C (-2.09813, 1.87480, 0.90481)
C (-0.20283, -4.73830, -2.36360)
C (-1.11992, 1.61294, 3.43292)
C (3.35914, 6.25055, -0.06109)
C (-2.78886, 2.49791, 1.91716)
C (-2.96261, -2.35702, 2.36002)
C (0.87421, 5.45472, 0.36470)
C (2.38738, 7.11720, 0.41522)
C (2.45931, 2.33311, -1.98938)
C (2.13321, 2.39223, -3.33928)
C (0.06488, 1.32160, -2.84996)
C (2.46131, -1.20522, 0.78005)
C (2.98061, 4.93547, -0.31279)
C (0.90788, 1.89295, -3.77034)
C (-0.48792, 1.06325, 2.32806)
C (-2.27258, 2.36850, 3.19866)
C (3.98300, 3.97282, -0.81477)
C (-4.19449, -1.54115, -0.32489)
C (-0.62346, 1.35927, 4.82200)
C (-3.03060, -4.39666, -0.00723)
C (1.41533, -2.11100, -2.91241)
Be (-0.72532, 0.48165, -0.46527)
H (-3.95114, -1.28295, -1.35740)
H (0.75712, -5.11680, -2.01642)
H (2.41277, -0.29652, 1.38528)
H (0.46206, 1.41750, 4.89261)
H (-2.77905, 2.85177, 4.02451)
H (-3.69855, 3.04774, 1.72123)
H (2.46812, -0.91329, -0.27269)
H (-2.60725, -2.64802, -3.21116)
H (-1.05620, 2.06721, 5.52522)
H (-5.13558, -2.09584, -0.33918)
H (-1.50146, -2.60986, -4.57940)
H (-0.88674, 0.90856, -3.15809)
H (1.75919, 1.68157, -0.07296)
H (2.82610, 2.84033, -4.03974)
H (0.42865, 0.49290, 2.41806)
H (-3.10011, -4.49897, -1.09175)
H (0.56330, -4.78137, 0.64666)
H (1.96472, -4.21376, -0.27616)
H (-2.19005, -4.99576, 0.34738)
H (4.37116, 6.58798, -0.23686)
H (-2.46697, -3.15971, 2.90779)
H (2.13602, -4.62134, 1.42954)
H (3.41852, -1.68294, 0.99977)
H (-0.37195, -5.14826, -3.36183)
H (1.23952, -1.56733, 3.51032)
H (2.61292, 8.15415, 0.63435)
H (5.00992, 4.26284, -0.62844)
H (-0.14836, 5.12847, 0.53996)
H (-3.94024, -4.82050, 0.42342)
H (-4.37759, -0.61613, 0.22582)
H (-0.98261, -5.13787, -1.71556)
H (2.17666, -2.34087, -2.16369)
H (-0.42817, -2.05272, 3.19250)
H (0.80552, -3.26892, 3.46407)
H (1.34402, -1.02473, -3.00391)
H (0.61563, 1.95221, -4.80905)
H (-4.01234, -2.36199, 2.66267)
H (-0.91984, 0.35691, 5.13959)
H (1.77109, -2.49999, -3.86861)
H (-2.53234, -1.40241, 2.67198)
H (-1.70072, -1.17420, -3.57663)
H (4.61711, 2.29649, -1.88128)

Properties
HOMO energy	-14.10	eV
spin multiplicity	1
Kohn-Sham gap	8.248	eV
net charge	+2

---

Here is a molecular structure, C26H42BrHgN3OP2 from the OMol25 dataset. Energies are from ωB97M-V with the def2-TZVPD basis set.

CARTESIAN COORDINATES (ANGSTROEM)
Hg (0.00000, 0.00000, 0.00000)
Br (1.88664, -1.14745, 1.26200)
P (3.23337, 2.13304, -4.89540)
P (0.73298, 2.04888, 0.84000)
O (0.19977, -1.57071, 1.22187)
N (0.14878, -2.41306, 3.33675)
N (-8.74059, 5.31680, -5.84724)
N (0.57216, -3.80385, 1.48588)
C (3.09946, 0.40414, -4.17113)
C (-2.58760, 1.47576, -0.31222)
C (0.81792, 3.45437, -0.37449)
C (-3.61041, 2.19616, -2.41518)
C (1.21637, 3.35119, -6.51170)
C (-0.34572, 2.61942, 2.24313)
C (-2.51083, 1.62749, -3.10730)
C (3.32765, 2.99543, 1.84127)
C (0.07323, 4.75729, -0.05607)
C (3.65418, -0.70445, -5.07507)
C (-1.47744, 0.99696, -2.40723)
C (-5.57723, 3.39266, -3.73098)
C (-6.63193, 4.03416, -4.43654)
C (1.42937, 2.33539, -5.38202)
C (-3.62872, 2.10725, -0.99997)
C (-1.48793, 0.90509, -0.99546)
C (-7.45090, 5.52682, -6.16459)
C (3.22808, 3.17685, -3.32798)
C (0.24893, 3.55654, 3.30213)
C (-7.99072, 3.81226, -4.10156)
C (-4.66567, 2.83809, -3.12123)
C (4.58782, 3.80409, -2.98933)
C (-8.98534, 4.47121, -4.83085)
C (-6.37330, 4.92523, -5.50756)
C (2.45368, 1.78368, 1.49499)
C (0.32671, -2.56882, 1.99830)
H (0.47890, 5.27391, 0.82834)
H (1.20083, 4.38775, -6.12930)
H (-0.64217, 0.56770, -2.97300)
H (4.55226, -0.36925, -5.62252)
H (2.02394, 3.28525, -7.26194)
H (-0.06573, -1.48436, 3.72907)
H (0.68082, -3.93451, 0.46914)
H (-1.00025, 4.57261, 0.11987)
H (-2.48201, 1.68953, -4.20014)
H (2.01902, 0.23822, -3.99646)
H (3.71989, 3.48374, 0.93270)
H (0.44457, 3.02777, -1.32245)
H (-8.25148, 3.13451, -3.28351)
H (0.83136, 2.60682, -4.48946)
H (1.05740, 3.05570, 3.86080)
H (2.48790, 3.98095, -3.50012)
H (1.89546, 3.63430, -0.54557)
H (4.19614, 2.66667, 2.43947)
H (-10.04288, 4.30791, -4.58109)
H (1.08395, 1.33507, -5.70498)
H (-7.26395, 6.21967, -6.99666)
H (2.90504, -1.02363, -5.82137)
H (3.94183, -1.59020, -4.48050)
H (-0.67157, 1.67680, 2.71709)
H (2.31550, 1.10335, 2.35532)
H (4.46745, 4.66119, -2.30227)
H (-2.63296, 1.42455, 0.78203)
H (2.94623, 1.17392, 0.71573)
H (-0.53267, 3.83113, 4.03284)
H (0.25456, 3.17549, -7.02618)
H (-5.34350, 5.13513, -5.81122)
H (3.59145, 0.38126, -3.17842)
H (5.09191, 4.16581, -3.90280)
H (2.78444, 3.75216, 2.42933)
H (2.84538, 2.57060, -2.48303)
H (0.22315, -3.21678, 3.97718)
H (0.65276, -4.62558, 2.10231)
H (-1.23829, 3.06436, 1.76352)
H (0.65014, 4.48909, 2.87329)
H (0.15147, 5.44851, -0.91403)
H (5.26476, 3.08014, -2.50397)
H (-4.47183, 2.54047, -0.45188)

Properties
HOMO energy (alpha / beta)	-12.35 / -12.35	eV
spin multiplicity	1
relative energy (zero: lowest compared OMol25 entry of this formula, charge and spin)	129.88	kcal per mole
Kohn-Sham gap (alpha / beta)	3.462 / 3.453	eV
net charge	+2

---

Going through the records in order, we get DFT total energy values of -4167.710270, -1847.572537, -6927.685579, -4664.668764 Eh.
Going through the records in order, we get largest force on an atom values of 3.19, 0.98, 1.08, 8.22 eV/A.